No. 1
The following is a DFT calculation (ωB97M-V with the def2-TZVPD basis set) of a cluster of 2 separate species, C25H51BClN4O6P2 in total at a distorted geometry.

E_LUMO (eV): 1.55
Frontier orbital gap (eV): 4.01
HOMO energy (eV): -2.5

Geometry as ORCA input:
```
! RIJCOSX wB97M-V def2-TZVPD def2/J DEFGRID3
* xyz -1 1
C -2.16255 -5.28187 -2.29115
C -2.28866 -3.93717 -3.02035
C -3.59324 -3.20249 -2.69224
C -3.47845 -2.27438 -1.45781
C -4.38120 -2.70704 -0.32169
C -4.48467 -1.71891 0.83954
C -3.21138 -0.93844 1.14141
C -2.05954 -1.82395 1.60970
C -0.86376 -1.01824 2.14738
C 0.20177 -0.80569 1.06344
C 1.01539 0.48721 1.16766
C 1.65184 0.50690 2.56489
O 2.19562 -0.73835 2.99077
C 3.58116 -0.80831 3.08401
P 4.30786 -1.85803 1.76766
N 3.30292 -2.38480 0.72529
O 5.07144 -3.04458 2.58455
O 5.50860 -0.95584 1.19677
O 1.99150 0.40071 0.13103
C 2.58565 1.55708 -0.42782
C 1.78963 2.35142 -1.48909
C 1.41404 1.63198 -2.77972
C 0.48237 0.43638 -2.64088
Cl 0.53658 2.86915 -3.79613
P 4.07313 0.85507 -1.35693
N 3.90575 -0.46122 -2.18119
B 3.26847 2.60515 0.59817
O 4.17586 2.09448 1.53373
N 3.00610 4.04668 0.57400
C 3.96728 4.77731 -0.25467
C 2.94512 4.64731 1.91661
C 0.04462 1.67590 1.09561
C -1.07120 1.64157 0.25212
C -1.93663 2.72848 0.22480
C -1.66226 3.80936 1.05390
C -0.51935 3.75050 1.84805
N 0.32967 2.72234 1.86941
H -1.47015 -5.94135 -2.81137
H -3.13337 -5.76955 -2.26932
H -1.80741 -5.15589 -1.27214
H -1.43170 -3.32349 -2.74206
H -2.20334 -4.11210 -4.09217
H -3.83384 -2.57894 -3.55010
H -4.38478 -3.93153 -2.54120
H -3.72799 -1.26498 -1.77423
H -2.42236 -2.26618 -1.17861
H -4.11040 -3.70564 0.03969
H -5.37500 -2.80032 -0.75625
H -5.27921 -1.01949 0.57404
H -4.81794 -2.23175 1.74495
H -3.43169 -0.27215 1.97625
H -2.94742 -0.35773 0.26237
H -2.42698 -2.45112 2.42266
H -1.69113 -2.49510 0.83660
H -1.20622 -0.10162 2.62618
H -0.40799 -1.61778 2.93502
H 0.89467 -1.64021 1.09883
H -0.25809 -0.87194 0.07929
H 2.38674 1.30277 2.64719
H 0.87730 0.75603 3.28208
H 4.07549 0.15974 3.15944
H 3.82795 -1.35861 3.99474
H 3.21553 -3.38924 0.67070
H 5.01370 -3.83104 2.03366
H 6.18035 -1.52991 0.81282
H 0.89300 2.80929 -1.08633
H 2.43147 3.18086 -1.77630
H 2.26908 1.35819 -3.38499
H 0.49703 -0.11233 -3.58041
H 0.79843 -0.25080 -1.86479
H -0.53783 0.78049 -2.51022
H 5.10282 0.78889 -0.39875
H 4.46231 1.93602 -2.18720
H 2.99187 -0.87617 -2.04999
H 5.03138 2.51445 1.39175
H 4.94931 4.84861 0.23019
H 3.61083 5.78540 -0.45642
H 4.11009 4.29453 -1.22057
H 2.06635 5.28497 1.97398
H 3.80160 5.30018 2.09713
H 2.88918 3.90920 2.70554
H -1.29255 0.80715 -0.38729
H -2.80958 2.73384 -0.40956
H -2.30929 4.66985 1.09415
H -0.29516 4.58460 2.49911
C -7.65427 -0.82948 -1.62608
O -6.37246 -0.54772 -1.34829
H -8.10869 -0.26704 -2.49155
H -7.87486 -1.90543 -1.89653
H -8.39423 -0.63407 -0.79647
*
```

No. 2
The following is a DFT calculation (ωB97M-V with the def2-TZVPD basis set) of a cluster of 9 separate species, C25H51Br3NO21S4 in total at a distorted geometry.

E_LUMO (alpha / beta) (eV): -1.04 / -4.38
Frontier orbital gap (alpha / beta) (eV): 9.07 / 5.72
HOMO energy (alpha / beta) (eV): -10.1 / -10.1

Geometry as ORCA input:
```
! RIJCOSX wB97M-V def2-TZVPD def2/J DEFGRID3
* xyz 0 2
N -26.42116 15.40458 4.18052
O -25.68121 14.70515 3.49819
O -26.30689 16.63147 4.14496
O -27.20454 14.83793 4.85951
O -27.50462 13.11870 1.25528
C -28.67310 12.96936 1.57521
O -29.57635 12.51641 0.77408
C -30.85441 12.76096 1.21518
C -30.78341 13.30284 2.66528
C -29.32653 13.32139 2.92094
H -31.50521 11.88934 1.14560
H -31.25157 13.53937 0.56369
H -31.45353 12.67882 3.25657
H -31.17828 14.31822 2.69935
H -29.13684 12.48963 3.59940
H -28.90383 14.24148 3.32448
O -23.76882 18.08928 8.17398
C -24.53576 19.00682 7.70753
O -25.16647 19.93185 8.60749
C -26.29748 20.47077 7.98309
C -26.02345 20.36816 6.52239
C -25.17898 19.09666 6.37738
H -26.50078 21.50882 8.24623
H -27.19489 19.91879 8.26249
H -25.57713 21.26807 6.09925
H -26.99768 20.21322 6.05874
H -24.47471 19.25334 5.56033
H -25.84798 18.24983 6.22435
O -25.90224 11.72640 3.66397
C -26.18044 11.28078 4.78044
O -25.68856 10.06960 5.21032
C -26.17541 9.68929 6.52544
C -27.07081 10.86512 6.99930
C -27.03507 11.86206 5.83169
H -25.41913 9.44705 7.27207
H -26.87147 8.85189 6.47666
H -26.64544 11.25163 7.92545
H -28.07662 10.51855 7.23667
H -26.62830 12.81247 6.17718
H -27.99667 12.09072 5.37218
O -30.23478 18.39815 0.60152
S -29.73694 17.04290 0.38429
O -30.47425 15.92651 0.98477
O -29.48451 16.90189 -1.27599
C -28.79651 15.73971 -1.83151
C -29.87054 14.67186 -2.18968
C -27.97575 17.07331 0.97569
H -28.15635 15.23680 -1.10668
H -28.08784 16.03451 -2.60544
H -29.44420 13.75623 -2.59949
H -30.57405 14.93976 -2.97798
H -30.59192 14.36017 -1.43433
H -27.44580 17.79712 0.35655
H -27.47372 16.11124 0.87326
H -27.98167 17.37556 2.02293
O -25.40303 13.65374 9.88598
S -25.96958 14.94029 9.55080
O -27.36613 15.20456 9.73217
O -25.15038 16.12977 10.37203
C -23.82322 15.97296 10.65226
C -23.36878 17.02265 11.63089
C -25.45620 15.52613 7.84818
H -23.17826 16.09531 9.78211
H -23.78742 15.04336 11.22028
H -23.45170 17.99602 11.14739
H -22.40647 16.79196 12.08790
H -23.99141 17.15976 12.51498
H -24.36699 15.56516 7.86238
H -25.93983 16.49764 7.74633
H -25.84787 14.90563 7.04215
O -21.42354 17.09005 0.50146
S -22.31814 16.73424 1.57555
O -22.75465 15.36103 1.71418
O -21.68498 17.30904 2.99626
C -22.16061 16.75417 4.21812
C -21.53495 17.35058 5.47262
C -23.86947 17.77757 1.53362
H -22.05672 15.66944 4.19263
H -23.23015 16.91541 4.35302
H -22.03465 17.16672 6.42372
H -21.75372 18.41647 5.40858
H -20.46746 17.14039 5.40631
H -24.58342 17.47636 2.30020
H -24.26024 17.43359 0.57597
H -23.66893 18.84571 1.61703
O -23.76424 13.20273 6.32521
S -22.77500 12.90871 5.28745
O -23.12443 13.25736 3.89552
O -21.39131 13.75106 5.74005
C -21.06516 13.89840 7.15030
C -19.57031 13.81341 7.18304
C -22.19372 11.19419 5.40702
H -21.50979 13.07422 7.70809
H -21.45508 14.86540 7.46804
H -19.32977 12.80974 6.83249
H -19.24367 13.87233 8.22128
H -18.97520 14.56242 6.66061
H -21.45354 11.14952 4.60814
H -23.12761 10.67701 5.18683
H -21.74045 10.99113 6.37729
C -29.20101 18.30996 5.00840
Br -30.59627 17.16646 4.09112
Br -28.67334 17.79765 6.89257
Br -29.73108 20.26105 4.85049
H -28.37025 18.08727 4.33880
*
```

No. 3
The following is a DFT calculation (ωB97M-V with the def2-TZVPD basis set) of the ion C25H51ClI2N2O4P with charge +1 at a distorted geometry.

E_LUMO (eV): -2.78
Frontier orbital gap (eV): 7.35
Structure (SMILES): CCCCCC[C@@]1(OC[C@@H](C)C(C)C)C(O)(O)O[C@@](Cl)(P(CC)CC)[N@+]1(CCCN)[C@@H](I)[C@H](C)I
HOMO energy (eV): -10.1

Geometry as ORCA input:
```
! RIJCOSX wB97M-V def2-TZVPD def2/J DEFGRID3
* xyz 1 1
C 5.79507 1.54838 -2.95610
C 4.71406 0.65156 -3.69306
C 3.69619 -0.04417 -2.70255
C 2.21024 -0.10121 -3.28348
C 1.22304 0.69420 -2.30602
C 0.67430 -0.40314 -1.31812
C -0.34988 0.08295 -0.23504
O 0.07324 1.28923 0.31841
C 1.35464 1.44463 0.89905
C 1.79913 2.94632 0.63343
C 0.69912 3.81478 1.40511
C 3.17371 3.28779 1.29995
C 3.26138 2.97088 2.82848
C 4.41373 2.65351 0.55779
C -1.52148 0.67072 -1.17726
O -1.43352 2.06974 -1.44213
O -1.79606 0.01093 -2.38492
O -2.75633 0.57689 -0.44338
C -2.44022 -0.17234 0.74644
Cl -2.52412 1.18979 2.02031
P -4.09960 -1.04579 1.06209
C -5.21884 -1.03345 -0.42777
C -5.95548 0.32590 -0.75980
C -4.94872 -0.60978 2.65943
C -5.93777 0.65050 2.59932
N -1.10205 -0.93073 0.64833
C -1.54270 -2.21697 0.01358
C -0.47270 -3.21061 -0.56746
C -0.95572 -4.70248 -0.36649
N -2.23102 -4.81541 -1.15210
C -0.46590 -1.05935 2.02092
I -1.67178 -1.99560 3.55678
C 0.94628 -1.78478 2.01087
C 0.94093 -3.31924 2.39534
I 2.29268 -0.88754 3.50634
H 6.82186 1.32109 -3.33847
H 5.81555 1.38784 -1.85697
H 5.64127 2.63904 -3.13624
H 5.29638 -0.17057 -4.17286
H 4.22711 1.30623 -4.44932
H 3.75844 0.49831 -1.73012
H 4.09343 -1.07261 -2.50657
H 2.24334 0.39061 -4.27680
H 1.95150 -1.18514 -3.32650
H 0.45254 1.13486 -2.96884
H 1.85015 1.46617 -1.82061
H 1.59151 -0.81414 -0.81539
H 0.32138 -1.21449 -1.98739
H 1.24326 1.42773 2.01889
H 2.16196 0.71710 0.66838
H 1.70571 3.24499 -0.43125
H -0.19448 3.83160 0.73631
H 0.47982 3.41082 2.41335
H 1.07094 4.86902 1.42948
H 3.30349 4.39591 1.18663
H 4.14502 3.45318 3.31630
H 3.38958 1.86749 2.98010
H 2.37196 3.27690 3.42056
H 4.61785 1.60360 0.86202
H 4.26216 2.79813 -0.53200
H 5.31088 3.25017 0.86468
H -2.33914 2.30234 -1.68927
H -1.66938 0.62522 -3.11700
H -4.65631 -1.39392 -1.32508
H -6.00652 -1.80264 -0.24506
H -6.94736 0.36898 -0.24990
H -5.36304 1.16208 -0.31874
H -6.12331 0.49054 -1.84741
H -4.28942 -0.50105 3.54073
H -5.62345 -1.47560 2.89395
H -5.46233 1.46914 2.01342
H -6.14164 0.97756 3.64191
H -6.88639 0.30318 2.12792
H -2.09909 -2.87055 0.72551
H -2.21198 -1.96369 -0.84429
H -0.47899 -3.09517 -1.68402
H 0.58629 -3.05882 -0.27830
H -1.23424 -4.92435 0.68626
H -0.23747 -5.43529 -0.79243
H -2.04191 -5.20214 -2.07263
H -2.81686 -5.48151 -0.64997
H -0.24485 -0.06066 2.46454
H 1.50206 -1.70574 1.05538
H 1.02233 -3.46670 3.49679
H 0.09484 -3.89483 1.97291
H 1.89169 -3.74634 1.98109
*
```

No. 4
The following is a DFT calculation (ωB97M-V with the def2-TZVPD basis set) of a structure of composition C25H52CrNO24 at a distorted geometry.

E_LUMO (alpha / beta) (eV): 0.07 / 0.07
Frontier orbital gap (alpha / beta) (eV): 5.38 / 7.51
HOMO energy (alpha / beta) (eV): -5.3 / -7.4

Geometry as ORCA input:
```
! RIJCOSX wB97M-V def2-TZVPD def2/J DEFGRID3
* xyz 0 6
Cr -2.43124 0.61316 1.39277
C -0.95186 0.14400 -2.29577
C -0.37329 -0.64171 -1.05434
C 1.18583 -0.61379 -1.11225
O -0.90161 -0.23062 0.14359
H -2.03758 0.13563 -2.19970
H -0.76612 -0.42507 -3.20668
H -0.57502 1.16173 -2.39732
H -0.71167 -1.66908 -1.18894
H 1.71995 0.33405 -1.17859
H 1.54808 -0.98708 -2.07013
H 1.60070 -1.18801 -0.28385
C -5.44293 1.64973 -7.12083
O -4.39296 1.25488 -6.40099
C -3.37147 2.10136 -6.09462
O -3.49049 3.31236 -5.97089
O -2.22742 1.45004 -5.95391
C -0.98989 2.08437 -5.79676
H -5.38153 2.71603 -7.33842
H -6.37544 1.55058 -6.56523
H -5.43910 1.12597 -8.07673
H -0.19573 1.71392 -6.44496
H -0.56461 1.82445 -4.82739
H -1.04550 3.16622 -5.91768
C 1.37616 -1.14301 3.16408
O 1.46365 -2.30344 3.97850
C 2.49577 -2.50765 4.76582
O 3.32353 -1.72520 5.12402
O 2.47176 -3.85397 5.10524
C 3.44187 -4.30536 6.17587
H 0.43093 -1.02699 2.63381
H 2.21482 -1.24607 2.47551
H 1.63968 -0.22921 3.69664
H 2.93302 -4.11238 7.12029
H 4.43479 -3.85567 6.17676
H 3.53086 -5.38191 6.32151
C -3.74026 3.21539 -2.14748
O -2.70425 4.04494 -1.58456
C -2.16535 3.60240 -0.42880
O -2.33741 2.48613 0.13484
O -1.22237 4.36865 -0.04528
C -0.50634 4.23847 1.22673
H -4.55888 3.35701 -1.44186
H -3.28093 2.23738 -2.29108
H -3.99515 3.66638 -3.10651
H 0.43902 4.75484 1.06011
H -0.13438 3.21627 1.29645
H -0.94850 4.66552 2.12685
C 3.29434 5.52225 2.65892
O 3.84070 4.22907 2.57907
C 3.34382 3.32579 1.70779
O 2.48505 3.57975 0.81978
O 4.02396 2.20263 1.89772
C 3.68438 1.08455 1.07420
H 4.04561 6.27257 2.90535
H 2.52771 5.52329 3.43377
H 2.91932 5.86168 1.69339
H 2.65183 0.79854 1.27456
H 4.25055 0.15555 1.00689
H 3.60493 1.33355 0.01600
C -3.90486 -1.52447 5.08275
O -3.55248 -2.62040 4.21079
C -2.93618 -2.26325 3.07282
O -2.58881 -1.09047 2.76027
O -2.57076 -3.36221 2.34994
C -2.47680 -3.27533 0.91097
H -2.95824 -1.26893 5.55888
H -4.67666 -1.82142 5.79286
H -4.21355 -0.60276 4.58952
H -2.51480 -4.29543 0.52879
H -1.51142 -2.82823 0.67382
H -3.34427 -2.70540 0.57814
C -3.64339 -2.26014 -2.01554
O -4.48376 -1.18491 -2.05460
C -4.69290 -0.27415 -0.99037
O -4.09271 -0.10460 0.08590
O -5.78776 0.45596 -1.32537
C -6.34982 1.32547 -0.38055
H -4.00323 -3.13149 -1.46840
H -2.73993 -2.01722 -1.45620
H -3.33102 -2.65118 -2.98385
H -5.65207 2.04369 0.05004
H -6.66428 0.65473 0.41903
H -7.17481 1.93821 -0.74392
C 3.61094 -3.97667 0.19436
O 4.03545 -4.07198 1.56719
C 4.99262 -3.36960 2.00379
O 5.90364 -2.97262 1.34419
O 5.05171 -3.58215 3.33600
C 6.16314 -3.01885 4.12622
H 3.03483 -3.08013 -0.03460
H 2.96630 -4.82983 -0.01698
H 4.39481 -3.95443 -0.56271
H 6.38305 -2.03799 3.70472
H 7.05139 -3.64192 4.23063
H 5.80528 -2.93332 5.15224
C 4.49456 0.19623 -3.49295
N 4.95961 0.22610 -4.91042
O 4.12185 0.27145 -5.81827
O 6.16510 0.48110 -4.99948
H 4.47499 1.22806 -3.14218
H 5.13905 -0.57995 -3.08031
H 3.45267 -0.12403 -3.49221
*
```

No. 5
The following is a DFT calculation (ωB97M-V with the def2-TZVPD basis set) of a structure of composition C25H53AlBeF7N4NaO12 at a distorted geometry.

E_LUMO (eV): -8.67
Frontier orbital gap (eV): 3.32
HOMO energy (eV): -12.0

Geometry as ORCA input:
```
! RIJCOSX wB97M-V def2-TZVPD def2/J DEFGRID3
* xyz 2 1
C 0.64919 1.95140 3.08029
C -0.65679 1.07266 3.27679
O -1.63593 1.61338 3.67081
O -0.58853 -0.31563 2.95911
C -0.54000 -0.41576 1.52948
N -1.00986 -1.72708 1.01955
C -0.31742 -2.94034 1.63739
C 1.19569 -2.74870 2.05026
C 1.43016 -2.64350 3.63397
C 2.49961 -1.48310 3.85194
C 2.90688 -1.26808 5.36543
N 1.99491 -0.26897 5.97579
C -0.61157 -1.75975 -0.44945
C -1.33543 -0.66326 -1.35084
C -0.49639 0.63489 -1.74731
F -0.39408 0.76639 -3.09669
F 0.81608 0.73612 -1.17514
F -1.17416 1.72325 -1.28939
C -2.50505 -1.93582 1.18295
C -2.96553 -3.23391 0.63288
C -4.40132 -3.43251 0.79216
C -5.12693 -2.35124 1.44836
N -4.70118 -1.15196 1.91071
C -3.36827 -0.92510 1.78090
H 1.41513 1.39482 2.48445
H 0.33662 2.87755 2.52771
H 1.00202 2.18741 4.12214
H -1.16322 0.44422 1.13828
H 0.51632 -0.15989 1.23012
H -0.94058 -3.23919 2.52008
H -0.33483 -3.81265 0.92514
H 1.72962 -3.70526 1.76954
H 1.74689 -1.94421 1.48703
H 0.47471 -2.36131 4.15985
H 1.82740 -3.60109 4.05817
H 2.05822 -0.52811 3.44255
H 3.37127 -1.75594 3.18234
H 3.92595 -0.78298 5.35202
H 2.94462 -2.20341 5.97283
H 1.78209 0.49372 5.33034
H 1.09682 -0.72704 6.15148
H -0.82136 -2.76253 -0.91059
H 0.53531 -1.69213 -0.43243
H -1.58533 -1.17318 -2.32650
H -2.31513 -0.29186 -0.95209
H -2.29090 -3.97749 0.15533
H -4.86425 -4.38535 0.44679
H -6.22564 -2.54522 1.59431
H -3.00626 0.06533 2.16240
C 1.59663 5.04335 -4.69854
C 2.64246 4.08992 -4.14235
C 2.01484 3.06587 -3.20751
O 3.63466 4.82842 -3.43676
H 1.11086 5.60143 -3.89309
H 2.06211 5.77809 -5.35754
H 0.82925 4.50627 -5.26060
H 3.14629 3.57672 -4.96502
H 1.54348 3.55755 -2.35079
H 2.78051 2.39268 -2.80580
H 1.26049 2.47017 -3.72590
H 3.20129 5.28759 -2.70605
O -2.95275 -6.01629 0.10858
H -3.59169 -6.58261 0.54251
C 6.62194 4.17000 -2.40929
C 6.72372 3.48553 -1.06077
O 7.80256 4.01172 -0.28157
C 7.58648 5.21728 0.26169
O 6.58000 5.87253 0.15639
O 8.68989 5.57879 0.92158
C 8.63377 6.89974 1.46474
H 7.57543 4.11301 -2.94036
H 5.84739 3.70485 -3.01930
H 6.38038 5.22705 -2.30249
H 6.94050 2.42574 -1.20959
H 5.78531 3.54880 -0.50295
H 7.75602 7.03045 2.09782
H 8.63748 7.63474 0.65906
H 9.52485 7.04557 2.07252
F -2.43543 3.66461 -4.30502
Al -3.84732 2.73054 -3.89585
F -5.05307 2.92497 -5.13277
F -4.47216 3.24115 -2.36127
F -3.38832 1.01446 -3.82026
C -3.79802 -2.62647 -3.60814
O -3.69299 -3.51302 -2.50149
H -4.12383 -1.65124 -3.24568
H -2.82208 -2.52293 -4.09786
H -4.53140 -3.00804 -4.32233
H -3.40444 -4.36831 -2.84412
Na 1.71595 -0.95466 -1.44026
O -2.75906 0.04368 -6.80288
H -2.26212 0.63943 -7.40470
H -3.57166 -0.30231 -7.23208
H -2.97007 0.49269 -5.94956
C -9.18811 -3.12686 2.45016
O -9.44872 -2.12036 3.09063
O -9.98417 -4.06182 2.22922
O -8.08440 -3.37872 1.91772
N -3.96928 -7.29544 3.07747
H -4.06196 -6.35922 2.61301
H -2.99225 -7.44250 3.35647
H -4.57127 -7.32556 3.90785
H -4.25372 -8.04023 2.41747
Be -3.27381 -5.26641 3.61442
*
```